Entry 1:
Formula: C18H27N
Source: OMol25
Level of theory: the ωB97M-V functional and the def2-TZVPD basis

```
46
Properties=species:S:1:pos:R:3:nbo_charge:R:1
C 3.851 1.151 -1.880 -0.601
C 2.552 1.529 -2.589 -0.394
C 1.377 0.777 -1.954 -0.396
C 0.044 1.240 -2.600 -0.379
C -1.183 0.483 -2.048 -0.440
C -1.358 0.581 -0.552 0.230
N -1.094 1.741 0.039 -0.452
C -1.176 1.887 1.366 0.227
C -1.464 0.786 2.198 -0.064
C -1.789 -0.449 1.598 0.045
C -1.744 -0.536 0.184 -0.064
C -2.132 -1.831 -0.481 -0.426
C -2.885 -2.878 0.362 -0.394
C -2.254 -3.004 1.731 -0.387
C -2.161 -1.628 2.460 -0.439
C -1.499 0.935 3.719 -0.423
C -1.029 2.332 4.262 -0.387
C -1.498 3.476 3.362 -0.396
C -0.911 3.274 1.933 -0.438
H 4.726 1.592 -2.361 0.205
H 4.002 0.056 -1.884 0.200
H 3.840 1.540 -0.831 0.200
H 2.431 2.602 -2.527 0.199
H 2.580 1.224 -3.635 0.190
H 1.448 -0.324 -2.099 0.190
H 1.385 1.044 -0.888 0.206
H 0.120 1.128 -3.692 0.195
H -0.100 2.291 -2.415 0.210
H -2.064 0.882 -2.576 0.221
H -1.073 -0.537 -2.409 0.207
H -1.241 -2.331 -0.871 0.210
H -2.811 -1.578 -1.349 0.218
H -2.877 -3.844 -0.189 0.211
H -3.929 -2.567 0.507 0.195
H -2.829 -3.709 2.374 0.213
H -1.201 -3.360 1.594 0.193
H -1.414 -1.827 3.222 0.222
H -3.131 -1.379 2.961 0.214
H -2.556 0.787 4.036 0.206
H -0.877 0.199 4.214 0.214
H 0.039 2.322 4.327 0.198
H -1.489 2.490 5.272 0.206
H -1.191 4.426 3.823 0.211
H -2.595 3.512 3.295 0.199
H 0.196 3.492 1.889 0.215
H -1.396 3.967 1.260 0.227
```

Output
Frontier orbital gap, hartree: 0.344
Calculated total energy, eV: -20595.1970
Total charge: 0


Entry 2:
Formula: C18H27N2O5P2SSc
Source: OMol25
Level of theory: the ωB97M-V functional and the def2-TZVPD basis

```
56
Properties=species:S:1:pos:R:3:nbo_charge:R:1
Sc -0.219 -0.872 -0.025 1.575
P -2.638 -0.204 -0.630 0.836
C -2.430 0.364 -2.388 -0.744
C -0.962 0.559 -2.803 0.261
N 0.102 0.200 -2.019 -0.599
C 1.368 0.658 -2.316 0.235
C 1.591 1.445 -3.441 -0.228
C 0.539 1.769 -4.284 -0.081
C -0.744 1.291 -3.966 -0.218
C 2.572 0.461 -1.371 -0.754
P 2.413 -1.082 -0.360 1.262
H -1.611 1.591 -4.536 0.248
H 2.564 1.934 -3.550 0.250
H 0.685 2.362 -5.179 0.259
H 3.496 0.337 -1.966 0.284
H 2.688 1.342 -0.706 0.311
H -3.095 -0.210 -3.067 0.285
H -2.868 1.388 -2.317 0.276
H -1.493 -3.896 -3.546 0.448
O -1.788 -4.154 -4.483 -0.901
H -1.933 -3.200 -4.792 0.456
H -0.360 -4.240 0.900 0.130
O 0.176 -2.658 -0.522 -0.959
H -0.114 -3.546 -0.037 0.389
C 3.177 -2.209 -1.565 -0.950
H 3.936 -1.653 -2.132 0.265
H 3.615 -3.057 -1.027 0.275
H 2.386 -2.573 -2.227 0.277
C 3.783 -0.796 0.811 -0.952
H 3.739 -1.610 1.552 0.271
H 4.739 -0.831 0.260 0.286
H 3.653 0.176 1.317 0.294
C -3.368 1.264 0.172 -0.930
H -4.187 1.612 -0.476 0.257
H -3.781 1.020 1.163 0.271
H -2.625 2.071 0.308 0.277
C -3.992 -1.398 -0.770 -0.921
H -4.199 -1.841 0.215 0.269
H -4.881 -0.857 -1.116 0.262
H -3.709 -2.184 -1.489 0.261
O -0.666 -1.281 2.118 -0.651
C -0.148 -0.166 2.446 0.672
N 0.370 0.580 1.436 -1.021
S 0.854 2.088 1.807 2.313
O 2.266 2.253 1.535 -0.922
O -0.004 3.057 1.163 -0.888
C 0.488 1.780 3.505 -0.314
C 0.691 2.681 4.546 -0.155
C 0.325 2.269 5.842 -0.140
C -0.211 0.985 6.063 -0.174
C -0.413 0.083 4.999 -0.148
C -0.045 0.520 3.715 -0.121
H 1.118 3.657 4.338 0.256
H 0.457 2.956 6.689 0.255
H -0.478 0.681 7.084 0.253
H -0.827 -0.916 5.124 0.252
```

Output
Frontier orbital gap (spin up / spin down), hartree: 0.289 / 0.174
Calculated total energy, eV: -82419.1943
Total charge: +2


Entry 3:
Formula: C18H27N3O3S
Source: OMol25
Level of theory: the ωB97M-V functional and the def2-TZVPD basis

```
52
Properties=species:S:1:pos:R:3:nbo_charge:R:1
C -0.975 -0.203 -4.124 -0.409
C -0.533 -1.445 -4.088 -0.180
C -0.499 -2.393 -2.926 -0.416
C -1.300 -2.031 -1.661 -0.330
C -2.803 -1.914 -1.932 -0.423
C -3.687 -2.314 -0.737 0.100
O -3.562 -3.679 -0.418 -0.719
C -3.426 -1.455 0.509 -0.104
O -2.186 -1.854 1.063 -0.570
C -1.934 -1.369 2.362 -0.047
C -1.860 0.157 2.464 -0.436
C -1.190 0.586 3.763 -0.607
C -0.760 -0.775 -1.005 0.715
O -1.308 0.312 -0.960 -0.671
N 0.448 -0.953 -0.422 -0.466
N 1.119 0.153 0.094 -0.445
C 2.470 0.159 0.086 0.283
S 3.333 -1.209 -0.291 -0.277
N 3.126 1.294 0.434 -0.606
C 2.632 2.522 0.883 0.222
C 3.362 3.672 0.583 -0.260
C 2.925 4.908 1.016 -0.185
C 1.760 5.016 1.758 -0.231
C 1.048 3.873 2.082 -0.172
C 1.478 2.629 1.656 -0.294
H -0.925 0.375 -5.032 0.199
H -1.400 0.298 -3.273 0.210
H -0.108 -1.878 -4.987 0.197
H 0.554 -2.542 -2.657 0.218
H -0.865 -3.363 -3.278 0.221
H -1.133 -2.850 -0.954 0.235
H -3.068 -2.565 -2.766 0.220
H -3.047 -0.888 -2.207 0.230
H -4.733 -2.173 -1.037 0.183
H -2.793 -3.760 0.162 0.473
H -3.410 -0.396 0.230 0.196
H -4.227 -1.624 1.244 0.174
H -2.697 -1.751 3.058 0.164
H -0.967 -1.804 2.630 0.188
H -1.304 0.535 1.606 0.212
H -2.866 0.578 2.418 0.201
H -0.172 0.206 3.817 0.203
H -1.741 0.202 4.619 0.207
H -1.160 1.670 3.835 0.210
H 1.058 -1.758 -0.544 0.434
H 0.579 1.004 -0.056 0.435
H 4.125 1.243 0.282 0.424
H 4.270 3.587 0.004 0.215
H 3.495 5.791 0.772 0.219
H 1.416 5.983 2.092 0.218
H 0.152 3.946 2.680 0.216
H 0.941 1.746 1.959 0.227
```

Output
Frontier orbital gap, hartree: 0.336
Calculated total energy, eV: -40551.5713
Total charge: 0


Energy relative to the best compared isomer or geometry (same formula, charge and spin) for the records above, in order: 0.00; 523.03; 221.84 kJ/mol
M for the records above, in order: 257.421; 490.394; 365.499 g/mol